Molecular formula: C3H9NO2
Method: DFT, the ωB97M-V functional and the def2-TZVPD basis

Geometry as XYZ:
```
15
Properties=species:S:1:pos:R:3:forces:R:3:mulliken_charge:R:1
H 0.9160 0.6318 -1.2806 -0.01 0.11 0.03 0.266
H 1.9413 -1.7802 1.2641 0.13 -0.04 0.18 0.289
H 1.8768 1.8647 -0.6499 -0.03 -0.06 -0.02 0.247
C -2.6199 0.0894 -0.4572 -0.14 -0.20 0.39 -0.525
O -0.9885 0.2966 1.1655 -0.43 0.01 0.46 -0.396
C 2.0868 0.0613 0.2601 0.10 0.07 -0.11 0.157
N 1.7715 0.8747 -0.8018 -0.02 0.10 -0.05 -0.469
H -2.7492 0.2208 -1.5299 -0.04 0.01 -0.01 0.229
H 0.8773 -1.5944 -0.2201 -0.16 -0.05 -0.18 0.344
C 1.5888 -1.1587 0.4624 0.04 -0.23 0.09 -1.130
H 2.8382 0.4658 0.9264 0.01 0.03 0.07 0.283
H -2.8381 -0.9451 -0.1753 -0.01 0.03 -0.02 0.250
O -1.2732 0.4091 -0.2254 0.71 0.15 -0.51 -0.177
H -0.1429 -0.2002 1.1751 -0.15 0.07 -0.30 0.408
H -3.2850 0.7645 0.0866 0.00 0.00 -0.02 0.223
```
Forces are in eV/Å.

Results
orbital gap: 9.604 eV
structure (SMILES): C=CN.COO
F_max: 0.0172 Eh/bohr
ΔE to the lowest compared entry with this formula, charge and spin: 4.461 eV
total energy: -324.80869 Ha

Molecular formula: C3H9NO2P2
Method: DFT, the ωB97M-V functional and the def2-TZVPD basis

Geometry as XYZ:
```
17
Properties=species:S:1:pos:R:3:forces:R:3:mulliken_charge:R:1
H 0.1895 -0.1401 0.6314 -0.09 0.10 0.39 0.051
H -1.8831 -1.7974 0.1879 -1.75 0.09 1.45 0.061
P -0.9666 -1.7639 -0.7724 0.52 0.49 -3.02 -0.087
N 0.4947 1.7349 -0.0356 -3.59 0.42 1.32 0.062
O 5.1602 -0.8763 -0.1302 2.02 -1.23 0.10 -0.329
H 0.7015 3.8071 -0.6442 0.66 -0.99 -0.35 0.239
C 0.0677 2.9823 -0.3193 0.56 1.66 -0.05 -0.535
H 1.2625 1.2383 -0.4352 0.93 0.81 -0.68 0.211
C -0.2342 0.8460 0.6677 4.56 -1.02 -2.31 -0.674
H 0.3704 -1.9190 1.4551 0.36 -1.77 -1.60 0.132
H -1.0212 1.0664 1.2260 -3.26 1.25 2.06 0.386
O 3.3956 0.5703 -0.1613 -0.99 1.23 0.02 -0.384
H -0.8118 3.4941 0.1370 0.41 -1.65 0.01 0.170
C 4.3161 -0.1155 -0.1357 -1.04 -0.03 -0.13 0.659
H -1.6069 -2.7475 -1.5931 0.07 -0.03 0.32 0.086
H 1.4216 -2.9446 -0.3460 0.46 0.45 0.11 0.026
P 0.2382 -3.0733 0.3915 0.19 0.23 2.36 -0.076
```
Forces are in eV/Å.

Results
orbital gap (spin up / spin down): 6.756 / 6.798 eV
F_max: 0.1014 Eh/bohr
ΔE to the lowest compared entry with this formula, charge and spin: 6.165 eV
total energy: -1007.50424 Ha

Molecular formula: C3H9NO2S
Method: DFT, the ωB97M-V functional and the def2-TZVPD basis

Geometry as XYZ:
```
16
Properties=species:S:1:pos:R:3:forces:R:3:mulliken_charge:R:1
H 1.1646 -1.2985 0.3066 -0.52 0.23 0.46 0.235
H 1.0717 -0.1952 3.4468 0.03 -0.26 -0.19 0.201
O -0.7937 2.3939 -1.8774 0.45 0.90 1.29 -0.615
C 0.7185 0.4298 1.5069 1.34 3.55 -1.97 0.384
H 0.2102 -1.7709 1.8094 -0.43 1.74 -2.44 0.235
H -0.8637 0.3205 -0.3326 0.64 -0.59 -0.43 0.174
H -0.4995 2.5478 -2.7645 0.17 0.06 -0.84 0.294
N 1.2788 0.5123 2.7610 -0.43 -0.94 0.54 -0.391
S -0.6274 -1.8098 -1.6528 -1.61 -2.88 3.92 -0.223
H -1.8793 -0.8836 0.0937 -0.69 -0.85 1.29 0.406
O 0.7794 1.4939 0.7957 -0.71 -3.65 1.82 -0.612
C -0.8400 -0.7608 -0.0818 -0.19 0.78 -2.59 -0.441
C 0.2653 -0.9813 0.8813 1.75 -0.13 3.65 -0.287
H 1.6784 1.3530 3.1977 -0.60 -0.36 -1.19 0.237
H -0.2810 3.0606 -1.3535 -0.66 -1.07 -0.45 0.319
H -0.2622 -0.9922 -2.4704 1.46 3.48 -2.87 0.086
```
Forces are in eV/Å.

Results
orbital gap: 9.796 eV
structure (SMILES): NC(=O)CCS.O
F_max: 0.0996 Eh/bohr
ΔE to the lowest compared entry with this formula, charge and spin: 2.005 eV
total energy: -723.09468 Ha

Molecular formula: C3H9NO2S
Method: DFT, the ωB97M-V functional and the def2-TZVPD basis

Geometry as XYZ:
```
16
Properties=species:S:1:pos:R:3:forces:R:3:mulliken_charge:R:1
H 2.2170 2.5577 2.8260 -0.59 0.46 0.30 0.184
H 3.8374 -2.2355 1.2634 -0.37 0.01 1.00 0.322
C 1.4483 2.4052 0.3474 -0.55 2.26 -0.18 -0.671
N 1.4324 3.1984 2.6833 2.13 -1.06 1.94 -0.361
S 1.4580 0.7252 0.8302 0.13 -1.93 -0.11 -0.009
H 0.0217 -1.0979 0.1036 0.23 0.55 0.09 0.296
H 1.2639 3.9570 3.3486 0.10 -0.64 -0.48 0.251
H 0.7906 2.6208 -0.5165 0.41 -0.30 0.38 0.212
C 0.0000 0.0000 0.0000 -0.50 0.39 -0.05 -0.791
H 2.9908 -1.4931 2.3389 0.58 -0.80 -0.24 0.317
H -0.9256 0.3790 0.4650 0.38 -0.20 -0.20 0.287
H -0.0170 0.2517 -1.0738 0.16 -0.10 0.46 0.281
H 2.4672 2.7529 0.0897 -0.37 -0.38 0.00 0.354
O 0.1593 4.2840 1.3152 0.52 -0.97 -1.23 -0.665
O 3.5328 -2.3020 2.1967 -0.23 0.84 -0.78 -0.642
C 0.9663 3.3578 1.4629 -2.01 1.87 -0.91 0.635
```
Forces are in eV/Å.

Results
orbital gap: 9.425 eV
structure (SMILES): CSCC(N)=O.O
F_max: 0.0596 Eh/bohr
ΔE to the lowest compared entry with this formula, charge and spin: 1.037 eV
total energy: -723.13023 Ha

Molecular formula: C3H9NO2S
Method: DFT, the ωB97M-V functional and the def2-TZVPD basis

Geometry as XYZ:
```
16
Properties=species:S:1:pos:R:3:forces:R:3:mulliken_charge:R:1
O -1.1033 -2.0192 -1.3212 0.59 -0.52 0.72 -0.581
H 1.8542 1.6616 -1.8263 3.00 1.48 -1.58 0.352
H -1.9619 -1.3713 2.3929 0.15 -0.40 1.95 0.311
H 0.6613 1.8706 -0.6373 -0.17 -0.36 0.10 0.248
H 1.5879 -0.5055 -0.4301 -0.64 0.98 -1.19 0.250
N 1.0367 -0.1233 -1.2433 0.54 -2.81 2.13 -0.560
H -0.1690 -1.0499 1.9976 -0.20 -0.49 0.72 0.235
C -1.7525 -0.4669 0.7386 1.59 -0.94 -2.08 -0.234
C 0.9835 1.2834 -1.4987 -4.84 -1.30 -0.97 -0.710
O -1.6833 0.3125 -1.7533 0.10 -0.28 0.63 -0.639
C -1.1505 -1.4302 1.7089 -0.80 2.29 -0.05 -1.009
H -2.0301 0.5188 1.0360 -0.04 0.55 -0.13 0.420
S -1.2592 -0.6945 -0.7957 -1.80 1.62 -1.15 0.968
H 0.0788 1.2343 -2.2758 2.23 1.33 1.36 0.292
H -1.1646 -2.3886 1.3220 0.43 -1.97 -0.76 0.380
H 1.2157 -0.7541 -2.0347 -0.14 0.80 0.31 0.277
```
Forces are in eV/Å.

Results
orbital gap: 9.178 eV
structure (SMILES): CC=S(=O)=O.CN
F_max: 0.0993 Eh/bohr
ΔE to the lowest compared entry with this formula, charge and spin: 4.351 eV
total energy: -723.00846 Ha

Molecular formula: C3H9NO2S
Method: DFT, the ωB97M-V functional and the def2-TZVPD basis

Geometry as XYZ:
```
16
Properties=species:S:1:pos:R:3:forces:R:3:mulliken_charge:R:1
S -2.9725 0.4613 -1.1734 0.90 1.04 0.19 -0.208
N 0.2623 0.4944 -0.6930 1.91 0.46 1.07 -0.094
H 3.4180 1.4944 3.6540 0.52 0.36 0.80 0.296
H -0.1161 -1.4655 -0.0512 -0.28 1.37 -2.08 0.281
C -0.2821 -0.8040 -1.0311 -0.67 -1.43 2.15 -0.486
O 2.7214 0.9050 3.3918 0.18 0.12 -1.98 -0.627
H -3.7558 -0.0991 -2.0519 -0.80 -0.19 -0.62 0.116
H 0.2234 -1.3858 -1.8034 0.38 0.62 -0.07 0.321
C 0.8076 0.5601 0.5710 2.63 5.08 -0.05 0.003
O 1.7786 1.3568 0.8270 -2.68 -2.84 -1.31 -0.666
C -1.8025 -0.8911 -1.3236 -0.27 -2.77 0.48 -0.618
H 2.7653 1.0768 2.4000 -0.80 -0.51 1.42 0.339
H -1.9006 -1.4697 -2.2607 -0.21 0.94 0.01 0.365
H 0.8694 1.1437 -1.2469 -1.04 -1.35 -0.31 0.242
H -2.2241 -1.6417 -0.6068 0.63 0.49 -0.37 0.321
H 0.2077 0.2643 1.3981 -0.40 -1.40 0.68 0.417
```
Forces are in eV/Å.

Results
orbital gap: 9.809 eV
structure (SMILES): O=CNCCS.O
F_max: 0.1112 Eh/bohr
ΔE to the lowest compared entry with this formula, charge and spin: 2.499 eV
total energy: -723.07650 Ha

Molecular formula: C3H9NO2S2
Method: DFT, the ωB97M-V functional and the def2-TZVPD basis

Geometry as XYZ:
```
17
Properties=species:S:1:pos:R:3:forces:R:3:mulliken_charge:R:1
S -0.9259 1.5707 -0.8773 -0.34 0.18 -0.37 -0.277
C 1.8093 1.5736 -0.9647 -1.95 -2.02 -0.88 -1.060
C 0.5441 1.4660 -0.2224 -0.78 0.57 -0.28 0.514
H 2.4460 2.2357 -0.5067 2.05 0.87 1.48 0.350
H 2.0008 0.4769 -0.9185 1.32 0.74 -0.40 0.262
H -1.9734 -1.3784 0.0054 -0.21 0.63 -0.21 0.307
H -0.0999 1.5868 1.7681 -0.29 -1.17 0.02 0.323
C 0.6992 1.1141 1.1875 0.09 -0.73 1.19 -1.063
H 1.6750 1.9285 -1.9587 -0.25 -0.16 -0.93 0.327
H -2.7130 -0.8105 -1.3145 0.95 1.88 -2.25 0.229
N -2.7261 -1.5154 -0.6609 -1.98 -1.07 2.60 -0.719
H 1.5669 1.5230 1.6370 1.33 0.76 0.08 0.429
O 1.0264 -3.5060 -0.0052 -2.14 0.38 -0.04 -0.402
O -0.3684 -2.0839 1.3944 -0.58 -1.02 -1.36 -0.393
H -3.5658 -1.1500 -0.1417 0.86 -1.06 -0.17 0.241
H 0.9378 0.0102 1.2895 -1.14 1.02 0.12 0.197
S -0.3330 -3.0413 0.2886 3.05 0.21 1.40 0.738
```
Forces are in eV/Å.

Results
orbital gap: 7.095 eV
F_max: 0.0669 Eh/bohr
ΔE to the lowest compared entry with this formula, charge and spin: 2.616 eV
total energy: -1121.24930 Ha

Molecular formula: C3H9NO2Si
Method: DFT, the ωB97M-V functional and the def2-TZVPD basis

Geometry as XYZ:
```
16
Properties=species:S:1:pos:R:3:forces:R:3:mulliken_charge:R:1
H 1.8005 -0.3282 2.3205 0.25 0.12 0.01 0.357
Si 0.0793 -0.8562 0.2955 1.64 5.25 0.96 0.600
O -0.1641 -2.3686 0.4384 -0.52 -4.43 0.85 -0.661
C -1.4585 0.3398 0.3392 0.65 -2.20 -2.57 -1.087
H 1.1113 0.9822 1.2580 0.30 0.64 0.45 0.238
C 1.0133 -0.5233 -1.3430 0.66 2.15 1.80 -0.981
H 0.2760 -0.6902 -2.0644 -1.10 0.00 -1.54 0.289
H 1.3842 0.5573 -1.3827 -0.81 -1.20 -0.04 0.249
H -2.1516 -0.0564 1.0156 -1.01 -0.51 1.44 0.334
H -1.3475 1.3996 0.4962 0.29 0.23 -0.31 0.347
H 1.8699 -1.0956 -1.6101 0.64 -0.85 0.14 0.342
H -1.9111 0.0270 -0.6453 0.06 1.13 0.55 0.257
C 0.9276 0.0880 1.8347 0.41 -1.83 -2.25 -0.995
N 1.0692 -3.8703 1.5236 0.05 1.36 -1.14 0.436
H 0.1054 0.1606 2.4829 -0.91 0.46 1.10 0.271
O 2.0260 -3.7835 0.9730 -0.60 -0.32 0.55 0.001
```
Forces are in eV/Å.

Results
orbital gap (spin up / spin down): 7.347 / 6.031 eV
F_max: 0.1086 Eh/bohr
ΔE to the lowest compared entry with this formula, charge and spin: 6.496 eV
total energy: -614.30812 Ha

Molecular formula: C3H9NO3
Method: DFT, the ωB97M-V functional and the def2-TZVPD basis

Geometry as XYZ:
```
16
Properties=species:S:1:pos:R:3:forces:R:3:mulliken_charge:R:1
H -0.5941 -0.7477 1.7698 0.36 -0.25 0.30 0.395
H 1.1722 -0.6774 1.3927 0.02 -0.16 -0.09 0.328
H -2.6577 0.3254 -1.6417 -0.16 0.23 0.42 0.332
H 0.0251 0.5941 0.8886 0.39 -0.02 -0.06 0.332
O -2.5693 -1.5362 -0.2052 -0.44 -0.09 -0.20 -0.537
H 1.3091 2.9562 1.1052 -0.02 -0.03 -0.23 0.320
C 0.1668 -0.4806 1.0322 -1.07 0.40 -0.02 -1.333
H 2.6525 2.4271 1.5147 0.13 -0.08 -0.14 0.318
N 0.6417 -0.8223 -1.3894 0.18 -0.21 -0.46 -0.617
C -1.6619 -0.8347 -0.5412 0.39 -0.08 0.25 0.335
H -0.2257 -2.2688 -0.1289 0.11 0.02 0.02 0.211
C -0.2078 -1.1868 -0.2780 0.05 0.38 0.21 0.498
H 1.5219 -0.4248 -1.0965 -0.06 0.09 0.04 0.254
O -1.8362 0.3801 -1.1297 0.10 -0.36 -0.59 -0.456
H 0.1898 -0.1925 -2.0391 0.11 0.04 0.20 0.263
O 2.0736 2.4891 0.7465 -0.08 0.13 0.35 -0.642
```
Forces are in eV/Å.

Results
orbital gap: 9.878 eV
structure (SMILES): C[C@H](N)C(=O)O.O
F_max: 0.0223 Eh/bohr
ΔE to the lowest compared entry with this formula, charge and spin: 0.880 eV
total energy: -400.18914 Ha

Molecular formula: C3H9NO3
Method: DFT, the ωB97M-V functional and the def2-TZVPD basis

Geometry as XYZ:
```
16
Properties=species:S:1:pos:R:3:forces:R:3:mulliken_charge:R:1
C -1.2925 0.5994 0.5903 0.36 1.79 -0.37 0.369
O 1.8436 -3.9531 0.6788 -0.47 0.33 2.60 -0.647
H -0.8280 -1.4613 0.4904 -0.91 1.50 1.01 0.244
C -0.7126 0.9600 -0.8260 1.76 -3.43 0.33 -0.458
H -1.8361 -0.8395 1.8218 0.00 -0.42 0.52 0.248
O 1.4439 1.2574 -2.0837 -1.76 0.86 1.45 -0.549
H -1.1820 1.9197 -0.9599 -0.42 -0.03 -1.18 0.297
H 0.8909 2.2667 -0.1561 0.19 -0.99 -0.72 0.244
H 1.5182 0.5748 -0.1865 -0.98 -0.20 0.19 0.274
H 2.6386 -3.4245 0.6799 0.63 0.26 -0.70 0.318
H 0.8391 1.7136 -2.7299 0.76 -0.54 1.22 0.300
N -1.2050 -0.6645 1.0694 0.66 -1.08 -1.49 -0.379
O -1.7082 1.5485 1.2708 0.23 -1.64 -0.85 -0.622
H -0.6613 0.0525 -1.6877 -1.04 2.67 2.27 0.291
H 1.6689 -3.8699 1.6701 -0.19 -0.55 -1.89 0.327
C 0.7972 1.2569 -0.6566 1.19 1.48 -2.39 -0.257
```
Forces are in eV/Å.

Results
orbital gap: 10.332 eV
structure (SMILES): NC(=O)CCO.O
F_max: 0.0753 Eh/bohr
ΔE to the lowest compared entry with this formula, charge and spin: 2.144 eV
total energy: -400.14270 Ha

What is the ΔE to the lowest compared entry with this formula, charge and spin in the eighth record? 6.496 eV